Model 1:
{"formula": "C7H15N3O", "method": "ωB97M-V/def2-TZVPD", "e_homo_ev": -19.59, "total_charge": 2, "homo_lumo_gap_ev": 10.530, "elements": ["C", "C", "C", "C", "C", "C", "C", "N", "N", "N", "O", "H", "H", "H", "H", "H", "H", "H", "H", "H", "H", "H", "H", "H", "H", "H"], "positions_angstrom": [[-1.288, -0.817, -0.829], [0.561, -0.978, 0.799], [1.040, -1.201, -0.636], [1.598, 0.135, -1.140], [1.449, 0.496, -2.516], [-0.820, 0.738, 2.737], [-1.522, 0.149, 1.510], [-0.270, -1.425, -1.308], [-0.019, 1.075, -0.306], [-0.531, -0.030, 0.434], [-2.447, -0.593, -0.849], [-0.099, -1.693, 1.262], [1.119, -0.366, 1.584], [1.859, -1.896, -0.803], [2.417, 0.504, -0.619], [0.730, -0.121, -3.220], [2.405, 0.191, -3.119], [1.176, 1.649, -2.588], [-1.490, 1.246, 3.301], [-0.379, 0.180, 3.479], [-0.071, 1.588, 2.497], [-2.512, 0.720, 1.241], [-1.897, -0.757, 1.851], [-0.527, -2.037, -2.070], [0.160, 1.878, 0.341], [-0.640, 1.366, -1.032]]}



Model 2:
{"formula": "C7H15N3O", "method": "ωB97M-V/def2-TZVPD", "e_homo_ev": [-17.19, -13.51], "total_charge": 2, "homo_lumo_gap_ev": [10.336, 3.118], "elements": ["C", "C", "C", "C", "C", "C", "C", "N", "N", "N", "O", "H", "H", "H", "H", "H", "H", "H", "H", "H", "H", "H", "H", "H", "H", "H"], "positions_angstrom": [[-1.075, -0.208, -4.005], [1.070, -0.129, 3.451], [-0.920, 0.770, 1.670], [0.159, 0.978, 3.807], [-0.043, 0.572, -4.731], [1.986, -1.410, 1.566], [-1.039, -0.395, -2.646], [-0.761, 1.364, 2.984], [0.088, -0.121, 1.264], [0.982, -0.519, 2.056], [-2.019, -0.689, -4.774], [2.109, 0.130, 3.708], [0.825, -0.998, 4.084], [-1.883, 0.234, 1.623], [-0.983, 1.565, 0.912], [0.261, 1.449, 4.777], [0.941, 0.448, -4.287], [-0.029, 0.275, -5.777], [-0.291, 1.633, -4.703], [1.700, -1.767, 0.578], [2.949, -0.898, 1.489], [2.113, -2.256, 2.243], [-0.238, 0.016, -2.063], [-1.797, -0.966, -2.136], [-1.395, 2.120, 3.232], [-2.710, -1.199, -4.322]]}



It is model 2 that is most stable; the runner-up trails by 0.0400 hartree.



Model 1:
{"formula": "C8H9BrClNO", "method": "ωB97M-V/def2-TZVPD", "e_homo_ev": -8.20, "smiles": "CC(=O)N/C=C/C=C\\C=C(\\Cl)Br", "total_charge": 0, "homo_lumo_gap_ev": 8.527, "elements": ["C", "C", "C", "C", "C", "C", "C", "C", "N", "O", "Cl", "Br", "H", "H", "H", "H", "H", "H", "H", "H", "H"], "positions_angstrom": [[0.757, 2.461, 0.017], [1.870, 2.443, -0.730], [-0.200, 1.484, 0.363], [2.196, 1.226, -1.438], [-1.287, -1.983, 0.560], [-0.108, 0.143, 0.513], [2.313, 0.143, -0.609], [-2.647, -2.495, 0.334], [-1.277, -0.576, 0.685], [-0.281, -2.624, 0.746], [2.128, -1.452, -1.310], [3.261, 0.046, 1.074], [0.532, 3.465, 0.533], [2.386, 3.294, -0.831], [-1.158, 1.874, 0.489], [2.066, 1.065, -2.473], [0.755, -0.406, 0.809], [-2.841, -3.455, 0.837], [-3.389, -1.712, 0.685], [-2.823, -2.626, -0.708], [-2.252, -0.315, 0.453]]}



Model 2:
{"formula": "C8H9BrClNO", "method": "ωB97M-V/def2-TZVPD", "e_homo_ev": -8.47, "smiles": "CC(=O)C(/C=C\\Br)=C/C=C(/N)Cl", "total_charge": 0, "homo_lumo_gap_ev": 8.037, "elements": ["C", "C", "C", "C", "C", "C", "C", "C", "N", "O", "Cl", "Br", "H", "H", "H", "H", "H", "H", "H", "H", "H"], "positions_angstrom": [[-0.314, -0.115, -1.291], [0.677, -0.989, -1.474], [0.006, 0.678, 0.928], [-0.804, 0.491, -0.136], [-2.233, 1.060, -0.217], [1.383, 0.238, 0.904], [1.689, -1.348, -0.423], [-2.909, 1.399, 1.127], [2.901, -1.909, -0.712], [-2.726, 1.118, -1.322], [0.758, -2.593, 0.652], [2.537, 1.518, 0.236], [-0.945, -0.061, -2.224], [0.626, -1.432, -2.487], [-0.287, 1.250, 1.822], [1.704, 0.021, 1.824], [-3.878, 1.041, 1.095], [-2.868, 2.473, 1.150], [-2.252, 0.990, 1.937], [3.470, -2.363, 0.096], [3.464, -1.467, -1.488]]}



It is model 1 that is most stable; the runner-up trails by 0.0199 hartree.



Model 1:
{"formula": "C4H7ClO", "method": "ωB97M-V/def2-TZVPD", "e_homo_ev": -9.29, "smiles": "C/C=C(\\Cl)CO", "total_charge": 0, "homo_lumo_gap_ev": 10.129, "elements": ["C", "C", "C", "C", "O", "Cl", "H", "H", "H", "H", "H", "H", "H"], "positions_angstrom": [[0.612, 0.213, 0.087], [-0.689, 0.326, -0.141], [1.548, 1.314, 0.444], [-1.600, -0.820, -0.477], [-2.285, -1.206, 0.696], [-1.505, 1.847, -0.022], [1.050, -0.772, 0.004], [2.346, 1.377, -0.296], [1.033, 2.268, 0.493], [2.008, 1.109, 1.409], [-2.309, -0.506, -1.256], [-0.997, -1.655, -0.864], [-2.932, -1.884, 0.474]]}



Model 2:
{"formula": "C4H7ClO", "method": "ωB97M-V/def2-TZVPD", "e_homo_ev": -9.70, "smiles": "C=C(Cl)CCO", "total_charge": 0, "homo_lumo_gap_ev": 10.535, "elements": ["C", "C", "C", "C", "H", "H", "H", "H", "H", "H", "H", "O", "Cl"], "positions_angstrom": [[-1.430, 0.013, -0.366], [-0.323, 0.380, 0.619], [0.988, -0.088, 0.113], [2.018, 0.641, -0.334], [-1.313, -1.861, 0.261], [-2.330, 0.654, -0.252], [-1.103, 0.111, -1.389], [-0.169, 1.481, 0.723], [-0.522, -0.052, 1.642], [2.850, 0.183, -0.796], [2.046, 1.698, -0.112], [-1.928, -1.300, -0.147], [1.216, -1.860, 0.040]]}



It is model 1 that is most stable; the runner-up trails by 0.0113 hartree.



Model 1:
{"formula": "C4H7N2S", "method": "ωB97M-V/def2-TZVPD", "e_homo_ev": [-12.22, -15.28], "total_charge": 1, "spin_multiplicity": 3, "homo_lumo_gap_ev": [6.819, 8.966], "elements": ["C", "C", "C", "C", "N", "N", "S", "H", "H", "H", "H", "H", "H", "H"], "positions_angstrom": [[-2.722, 1.505, 0.084], [1.239, 0.761, -0.382], [-0.450, -0.611, 0.258], [1.778, -1.421, 0.340], [-1.505, 1.554, 0.066], [0.832, -0.389, 0.020], [-1.497, -1.738, 0.031], [-3.300, 2.475, -0.044], [-3.296, 0.563, -0.091], [2.318, 0.844, -0.768], [0.411, 1.521, -0.485], [2.894, -1.160, 0.256], [1.617, -1.993, -0.569], [1.682, -1.909, 1.283]]}



Model 2:
{"formula": "C4H7N2S", "method": "ωB97M-V/def2-TZVPD", "e_homo_ev": [-11.09, -14.46], "total_charge": 1, "spin_multiplicity": 3, "homo_lumo_gap_ev": [7.598, 7.113], "elements": ["C", "C", "C", "C", "N", "N", "S", "H", "H", "H", "H", "H", "H", "H"], "positions_angstrom": [[-0.410, 1.655, 0.154], [1.248, 0.155, -0.179], [-0.175, -0.396, -0.603], [-0.488, -1.633, 0.363], [-1.063, 0.690, -0.452], [0.859, 1.409, 0.324], [2.676, -0.528, 0.015], [-0.685, 2.754, 0.234], [-0.061, -0.749, -1.655], [-0.280, -1.269, 1.345], [0.321, -2.455, 0.166], [-1.379, -2.245, 0.336], [-2.098, 0.713, -0.783], [1.536, 1.899, 0.734]]}



It is model 2 that is most stable; the runner-up trails by 0.1037 hartree.